The following is a quantum chemistry calculation of 2 unconnected molecules or ions with the total composition C3H4N2OS at a distorted geometry, from the OMol25 dataset.

Element x y z (Å)
C 0.72 -0.08 0.49
C 1.30 -1.12 0.40
C -0.03 1.15 0.26
N 0.50 -3.86 -2.09
N -0.07 -3.00 -2.57
O 1.62 -2.41 0.71
S -0.65 -1.89 -3.39
H 0.41 2.15 0.61
H -0.16 1.11 -0.82
H -1.05 1.27 0.69
H 2.43 -2.43 1.26

The net charge is 0. As for the LUMO energy: 0.5751 eV. As for the SMILES: N#[N+][S-].CC#CO. The gap between HOMO and LUMO comes out at 9.767 eV.

Here are the natural (NBO) charges for atoms 1 to 4, given in e: number 1, C, carries -0.110; number 2, C, carries 0.259; number 3, C, carries -0.689; number 4, N, carries 0.029


The following is a quantum chemistry calculation of 2 unconnected molecules or ions with the total composition C3H4N2OS at a distorted geometry, from the OMol25 dataset.

Element x y z (Å)
C 1.57 -2.07 -0.05
C -1.46 0.40 0.14
C 0.43 -1.34 -0.25
N 2.53 -2.60 0.27
N 0.75 2.71 -0.46
O 1.78 3.02 0.00
S 0.23 0.31 -0.68
H -2.13 -0.19 -0.46
H -1.65 1.47 0.23
H -1.47 -0.06 1.10
H -0.57 -1.62 0.16

The net charge is 0. As for the LUMO energy (alpha / beta): -0.1426 / -1.2868 eV. The gap between HOMO and LUMO (alpha / beta) comes out at 8.081 / 7.583 eV.

Here are the natural (NBO) charges for atoms 1 to 4, given in e: number 1, C, carries 0.188; number 2, C, carries -0.697; number 3, C, carries -0.477; number 4, N, carries -0.275


The following is a quantum chemistry calculation of a molecular structure, C3H4N2OS at a distorted geometry, from the OMol25 dataset.

Element x y z (Å)
C 0.29 0.12 0.23
C 1.58 -0.35 -0.08
C 2.72 -0.68 -0.33
H -2.89 -0.31 -0.16
H -0.38 -1.43 1.81
H -1.43 2.47 -0.81
H 3.82 -0.82 -0.72
N -0.64 -0.77 0.71
N -0.01 1.28 -0.27
O -1.28 1.77 0.03
S -1.79 -1.28 -0.43

The net charge is 0. As for the LUMO energy: 0.3555 eV. The gap between HOMO and LUMO comes out at 9.449 eV.

Here are the natural (NBO) charges for atoms 1 to 4, given in e: number 1, C, carries 0.226; number 2, C, carries -0.083; number 3, C, carries -0.177; number 4, H, carries 0.116


The following is a quantum chemistry calculation of 2 unconnected molecules or ions with the total composition C3H4N2OS at a distorted geometry, from the OMol25 dataset.

Element x y z (Å)
C 1.09 -1.44 -0.71
C -2.09 -0.20 0.10
C 0.77 0.77 0.41
N 1.00 -0.32 -0.18
N -1.79 0.32 1.18
O -2.58 -0.83 -0.77
S 1.39 2.23 -0.12
H 0.53 -1.84 -1.55
H 1.94 -2.00 -0.40
H 0.53 2.91 0.52
H -0.80 0.40 1.51

The net charge is 0. As for the LUMO energy (alpha / beta): 0.6012 / -2.3404 eV. The multiplicity is 3. As for the expectation value of S²: 2.01. The gap between HOMO and LUMO (alpha / beta) comes out at 6.193 / 7.457 eV.

Here are the natural (NBO) charges for atoms 1 to 4, given in e: number 1, C, carries -0.183; number 2, C, carries 0.854; number 3, C, carries 0.069; number 4, N, carries -0.489


The following is a quantum chemistry calculation of C3H4N2OS in the gas phase at a distorted geometry, from the OMol25 dataset.

Element x y z (Å)
C -0.01 1.78 0.28
C 0.58 -1.07 -0.27
C -0.17 0.38 -1.80
N -0.01 1.54 -1.03
N 0.17 -2.14 0.35
O -0.27 -0.76 -1.22
S -0.37 0.31 -3.43
H 0.31 2.76 0.48
H 0.13 2.42 -1.71
H 0.63 -2.75 1.11
H -0.60 -2.63 0.07

The net charge is 0. As for the LUMO energy (alpha / beta): 0.8133 / -1.4052 eV. The multiplicity is 3. As for the expectation value of S²: 2.03. The gap between HOMO and LUMO (alpha / beta) comes out at 7.929 / 7.163 eV.

Here are the natural (NBO) charges for atoms 1 to 4, given in e: number 1, C, carries 0.094; number 2, C, carries 0.298; number 3, C, carries 0.340; number 4, N, carries -0.659


The following is a quantum chemistry calculation of 2 unconnected molecules or ions with the total composition C3H4N2OS2 at a distorted geometry, from the OMol25 dataset.

Element x y z (Å)
C 1.38 0.04 -0.07
C -0.58 0.92 -0.03
C -0.84 -0.47 -0.18
H 2.92 -1.14 -1.01
H -0.96 3.22 0.69
H -2.54 -1.75 1.15
H 0.70 -1.94 0.36
N 0.80 1.25 0.14
N 0.48 -0.95 -0.18
O 2.71 0.03 -0.30
S -1.72 2.13 -0.32
S -2.36 -1.34 -0.24

The net charge is 0. As for the LUMO energy: -0.8602 eV. The gap between HOMO and LUMO comes out at 7.100 eV.

Here are the natural (NBO) charges for atoms 1 to 4, given in e: number 1, C, carries 0.629; number 2, C, carries -0.065; number 3, C, carries -0.175; number 4, H, carries 0.480


Please write out number 3 again, unchanged.
The following is a quantum chemistry calculation of a molecular structure, C3H4N2OS at a distorted geometry, from the OMol25 dataset.

Element x y z (Å)
C 0.29 0.12 0.23
C 1.58 -0.35 -0.08
C 2.72 -0.68 -0.33
H -2.89 -0.31 -0.16
H -0.38 -1.43 1.81
H -1.43 2.47 -0.81
H 3.82 -0.82 -0.72
N -0.64 -0.77 0.71
N -0.01 1.28 -0.27
O -1.28 1.77 0.03
S -1.79 -1.28 -0.43

The net charge is 0. As for the LUMO energy: 0.3555 eV. The gap between HOMO and LUMO comes out at 9.449 eV.

Here are the natural (NBO) charges for atoms 1 to 4, given in e: number 1, C, carries 0.226; number 2, C, carries -0.083; number 3, C, carries -0.177; number 4, H, carries 0.116


Question: Which value of net charge does entry 4 give?
Answer: 0